Record 1
The following is a quantum chemistry calculation of one molecule with the formula C6H10O, from OMol25.

CARTESIAN COORDINATES (ANGSTROEM)
C 1.647 0.847 1.144
C 0.958 0.183 -0.032
O 0.641 -1.153 0.345
C -0.348 -1.639 -0.547
C -1.188 -0.431 -0.918
C -1.606 0.431 0.236
C -0.358 0.763 -0.532
H 2.509 0.242 1.445
H 0.971 0.934 2.001
H 2.008 1.845 0.873
H 1.650 0.171 -0.894
H 0.115 -2.077 -1.446
H -0.903 -2.422 -0.019
H -1.779 -0.454 -1.828
H -1.520 0.029 1.243
H -2.471 1.069 0.074
H -0.325 1.660 -1.145

Output
2S+1: 1
Structure (SMILES): C[C@H]1OC[C@H]2C[C@H]21
Energy relative to the best compared isomer or geometry (same formula, charge and spin) (kJ/mol): 53.27


Record 2
The following is a quantum chemistry calculation of C6H10O as an isolated structure, from OMol25.

CARTESIAN COORDINATES (ANGSTROEM)
C -1.679 -0.161 0.534
C -1.215 0.927 -0.186
C 0.078 1.625 0.081
C 0.560 0.673 -0.956
C 1.122 -0.583 -0.753
C 1.718 -1.018 0.523
O 1.497 -0.527 1.614
H -1.293 -0.339 1.536
H -0.939 -1.366 -0.037
H -2.685 -0.525 0.336
H -1.794 1.272 -1.039
H 0.106 2.675 -0.212
H 0.483 1.454 1.076
H 0.419 0.985 -1.989
H 1.467 -1.121 -1.634
H -0.163 -1.546 -0.402
H 2.393 -1.897 0.437

Output
2S+1: 1
Energy relative to the best compared isomer or geometry (same formula, charge and spin) (kJ/mol): 350.21


Record 3
The following is a quantum chemistry calculation of a 2-piece molecular cluster, C6H10O overall in a non-equilibrium geometry, from OMol25.

CARTESIAN COORDINATES (ANGSTROEM)
C -2.903 -1.159 1.661
C -3.819 -0.116 1.167
C -0.874 -0.375 0.258
C -1.530 -1.233 1.092
C 1.302 0.040 -0.895
C 0.131 -0.754 -0.602
H -3.310 -2.005 2.296
H -4.610 0.382 1.795
H -3.384 0.525 0.508
H -1.368 0.472 -0.153
H -1.138 -2.260 1.485
H 1.455 1.102 -0.873
H 2.159 -0.633 -1.042
H -0.035 -1.658 -1.217
H 5.588 3.362 -1.588
H 6.442 2.095 -1.910
O 5.545 2.525 -1.924

Output
2S+1: 1
Structure (SMILES): C=C/C=C/C=C.O
Energy relative to the best compared isomer or geometry (same formula, charge and spin) (kJ/mol): 459.29


Record 4
The following is a quantum chemistry calculation of one molecule with the formula C6H10O in a non-equilibrium geometry, from OMol25.

CARTESIAN COORDINATES (ANGSTROEM)
C -1.804 0.106 -0.588
C -0.851 0.413 0.549
C -0.012 -0.867 0.855
C 0.936 -1.121 -0.423
C 1.574 -0.018 -0.822
C 1.364 1.064 0.184
O 0.012 1.500 0.203
H -2.575 -0.588 -0.234
H -1.252 -0.369 -1.404
H -2.278 1.012 -0.968
H -1.429 0.763 1.421
H -0.652 -1.731 0.963
H 0.401 -0.730 1.884
H 0.909 -1.997 -1.095
H 2.139 0.138 -1.742
H 1.498 0.495 1.111
H 2.019 1.929 0.107

Output
2S+1: 1
Structure (SMILES): C[C@H]1CC=CCO1
Energy relative to the best compared isomer or geometry (same formula, charge and spin) (kJ/mol): 138.47


Record 5
The following is a quantum chemistry calculation of one molecule with the formula C6H10O, from OMol25.

CARTESIAN COORDINATES (ANGSTROEM)
C -2.089 -0.183 0.178
C -1.066 0.773 -0.407
C 0.023 1.329 0.469
C 0.370 0.368 -0.629
C 0.901 -1.012 -0.292
C 2.303 -0.858 0.256
O 2.536 -0.374 1.337
H -3.083 0.278 0.188
H -1.844 -0.436 1.215
H -2.165 -1.119 -0.388
H -1.462 1.428 -1.182
H 0.343 2.361 0.379
H 0.075 0.943 1.483
H 0.838 0.816 -1.504
H 0.903 -1.658 -1.177
H 0.280 -1.487 0.476
H 3.138 -1.170 -0.401

Output
2S+1: 1
Structure (SMILES): C[C@H]1C[C@H]1CC=O
Energy relative to the best compared isomer or geometry (same formula, charge and spin) (kJ/mol): 78.19


Record 6
The following is a quantum chemistry calculation of one molecule with the formula C6H10O in a non-equilibrium geometry, from OMol25.

CARTESIAN COORDINATES (ANGSTROEM)
C 1.355 1.761 0.137
C 0.360 0.705 -0.317
O 0.981 -0.422 -0.847
C -0.142 -1.139 -1.251
C -1.066 -1.159 -0.047
C -0.508 -1.129 1.349
C -0.714 0.166 0.614
H 2.029 2.007 -0.689
H 1.976 1.483 1.005
H 0.801 2.662 0.410
H -0.401 0.976 -1.363
H -0.698 -0.207 -1.942
H 0.167 -2.078 -1.739
H -2.091 -1.466 -0.219
H 0.485 -1.504 1.580
H -1.246 -1.323 2.128
H -1.468 0.871 0.941

Output
2S+1: 1
Structure (SMILES): C[C@H]1OC[C@H]2C[C@H]21
Energy relative to the best compared isomer or geometry (same formula, charge and spin) (kJ/mol): 225.75


Record 7
The following is a quantum chemistry calculation of a 2-piece molecular cluster, C6H10O overall, from OMol25.

CARTESIAN COORDINATES (ANGSTROEM)
O -1.051 1.072 1.131
C -0.801 2.122 0.474
C -0.089 2.178 -0.714
C -0.696 -0.306 -0.699
C 0.600 -0.925 -0.546
C 1.249 -0.928 0.833
C 0.674 -2.187 0.320
H -1.195 3.068 0.890
H -0.067 3.095 -1.301
H 0.765 1.520 -0.831
H -0.988 0.076 -1.666
H -1.500 -0.615 -0.049
H 1.274 -0.854 -1.396
H 2.330 -0.820 0.847
H 0.695 -0.355 1.571
H 1.342 -2.969 -0.029
H -0.264 -2.544 0.736

Output
2S+1: 1
Energy relative to the best compared isomer or geometry (same formula, charge and spin) (kJ/mol): 443.77


Record 8
The following is a quantum chemistry calculation of one molecule with the formula C6H10O, from OMol25.

CARTESIAN COORDINATES (ANGSTROEM)
C 0.731 -1.649 -1.426
C -0.539 -0.850 -1.540
C 0.677 -0.242 -0.906
C 0.680 0.092 0.564
C -0.028 1.399 0.969
C -0.787 0.498 1.947
O -0.243 -0.690 1.347
H 0.742 -2.470 -0.714
H 1.311 -1.822 -2.329
H -0.852 -0.493 -2.516
H -1.343 -1.137 -0.868
H 1.214 0.501 -1.494
H 1.694 -0.004 0.981
H 0.575 2.197 1.408
H -0.642 1.797 0.157
H -0.455 0.604 2.988
H -1.882 0.517 1.916

Output
2S+1: 1
Structure (SMILES): C1C[C@H](C2CC2)O1
Energy relative to the best compared isomer or geometry (same formula, charge and spin) (kJ/mol): 144.75